1.
Molecular formula: C48H49IIrN5O4S
Method: DFT, ωB97M-V/def2-TZVPD

The geometry in XYZ format:
```
109
Properties=species:S:1:pos:R:3:forces:R:3:lowdin_spin:R:1
Ir 0.28484 0.19777 -0.77532 0.1 -0.3 0.1 0.099
C 2.59523 -3.40990 -0.56554 0.0 0.0 0.0 0.000
C 1.23931 -3.82228 -1.05586 0.0 -0.1 0.0 0.001
N 0.96955 -5.11531 -1.09486 0.0 0.0 0.0 0.000
C -0.22447 -5.51452 -1.53767 0.0 0.0 0.0 0.001
C -1.22480 -4.65127 -1.93174 0.0 0.1 0.0 0.000
C -2.55059 -5.20944 -2.36998 -0.1 0.0 0.0 0.000
O -2.83640 -4.77633 -3.69782 0.1 0.0 0.0 0.000
C -0.96446 -3.26793 -1.87210 0.0 0.0 -0.1 0.001
C -2.09281 -2.35754 -2.06897 0.0 0.0 0.1 0.000
N -2.21484 -1.19285 -1.54166 0.2 0.0 0.0 0.002
C -3.55882 -0.75829 -1.39907 0.0 0.1 0.0 0.001
C -4.54793 -1.66465 -1.00740 0.0 0.0 0.0 0.000
C -5.85719 -1.26342 -0.80462 0.0 0.0 0.0 0.001
C -6.21115 0.06572 -0.96315 0.0 0.0 0.0 0.000
C -5.24029 0.99193 -1.31043 0.0 0.0 0.0 0.001
C -3.93641 0.57472 -1.51439 0.1 0.0 0.0 0.001
I -2.49582 1.98939 -1.96955 -0.3 0.1 -0.1 0.018
C 0.30087 -2.84676 -1.46468 -0.1 0.0 -0.1 0.000
O 0.69792 -1.59287 -1.59384 0.1 0.2 0.1 0.009
H 3.23991 -4.28479 -0.53677 0.0 0.0 0.0 0.000
H 2.52664 -3.00071 0.44603 0.0 0.0 0.0 0.000
H 3.03502 -2.64413 -1.20660 0.0 0.0 0.0 0.000
H -0.38628 -6.58692 -1.56709 0.0 0.0 0.0 0.000
H -3.35318 -4.87629 -1.69833 0.0 0.0 0.0 0.000
H -2.51040 -6.29856 -2.30621 0.0 0.0 0.0 0.000
H -3.36377 -5.44419 -4.14559 0.0 0.0 0.0 0.000
H -2.94969 -2.79998 -2.57586 0.0 0.0 0.0 0.000
H -4.27741 -2.69491 -0.81608 0.0 0.0 0.0 0.000
H -6.59609 -1.99307 -0.50182 0.0 0.0 0.0 0.000
H -7.22916 0.38927 -0.79556 0.0 0.0 0.0 0.000
H -5.49503 2.03713 -1.41745 0.0 0.0 0.0 0.000
C -1.97584 -6.48084 3.27881 0.0 0.0 0.0 0.000
C -1.82292 -5.02006 2.96834 0.0 0.0 0.0 0.000
C -2.00348 -4.54280 1.67118 0.0 0.0 0.0 0.000
C -1.82330 -3.20496 1.37280 0.0 0.0 0.0 0.000
C -1.45117 -2.32527 2.37609 0.0 0.0 0.1 0.000
C -1.29464 -2.77000 3.68107 0.0 0.0 0.1 0.000
C -1.48049 -4.11204 3.96745 0.0 0.0 0.0 0.000
S -1.19772 -0.62329 1.99515 -0.1 -0.1 0.0 0.000
O -2.21514 -0.16972 1.09051 0.0 0.0 0.1 0.000
O -0.99627 0.04426 3.25154 0.0 0.0 0.0 0.000
N 0.19343 -0.57485 1.09870 0.0 0.1 0.0 0.002
C 1.43683 -0.64859 1.71910 0.0 0.0 0.0 0.000
C 1.72836 -1.08584 2.99566 -0.1 0.0 -0.1 0.000
C 3.05791 -1.15287 3.44553 0.0 0.0 0.0 0.000
C 4.11223 -0.79728 2.65227 0.0 0.0 0.0 0.000
C 3.85930 -0.34312 1.34381 0.0 0.0 0.0 0.000
C 4.87618 0.01479 0.43362 0.0 0.0 0.0 -0.001
C 4.55051 0.40720 -0.83128 0.0 0.0 0.0 0.000
C 3.20129 0.47101 -1.20434 -0.1 0.0 0.0 0.000
N 2.23064 0.17703 -0.36231 0.0 0.0 -0.2 0.001
C 2.52411 -0.25788 0.90185 0.0 0.0 0.1 -0.001
H -2.61755 -6.97584 2.55129 0.0 0.0 0.0 0.000
H -2.39825 -6.63211 4.27147 0.0 0.0 0.0 0.000
H -1.00266 -6.97543 3.25521 0.0 0.0 0.0 0.000
H -2.29108 -5.23364 0.88739 0.0 0.0 0.0 0.000
H -1.97979 -2.82707 0.37505 0.0 0.0 0.0 0.000
H -1.06355 -2.06614 4.46969 0.0 0.0 0.0 0.000
H -1.36609 -4.45887 4.98702 0.0 0.0 0.0 0.000
H 0.93931 -1.38139 3.66559 0.0 0.0 0.0 0.000
H 3.23688 -1.50569 4.45240 0.0 0.0 0.0 0.000
H 5.13280 -0.86377 3.00348 0.0 0.0 0.0 0.000
H 5.91037 -0.04440 0.74912 0.0 0.0 0.0 0.000
H 5.30489 0.66532 -1.55979 0.0 0.0 0.0 0.000
H 2.91611 0.76157 -2.20276 0.0 0.0 0.0 0.001
C 3.02772 4.89781 -3.92552 0.0 0.0 0.0 -0.006
C 2.22661 3.69917 -3.50006 0.0 0.0 0.0 -0.007
C 2.06056 2.60884 -4.36024 0.0 0.1 0.1 0.114
C 1.30289 1.49496 -3.99615 0.0 0.0 0.0 -0.004
C 1.09274 0.32557 -4.91175 0.0 0.0 0.0 -0.006
C 0.71368 1.51604 -2.74468 0.0 -0.2 -0.3 0.087
C 0.89168 2.57305 -1.82338 -0.1 -0.1 0.1 0.011
C 1.65408 3.67837 -2.23432 0.0 0.0 0.0 0.103
N 0.40086 2.26337 -0.57697 0.0 0.0 0.0 0.469
C 0.38328 3.21662 0.54003 -0.1 0.0 0.0 0.038
C 1.82392 3.47940 1.04221 0.0 -0.1 0.0 0.030
C 1.77291 4.44007 2.23568 0.0 0.0 0.0 0.006
C 1.10905 5.75150 1.80409 0.0 0.0 0.0 0.000
C -0.32886 5.48137 1.35058 0.0 0.0 0.0 0.002
C -1.12350 4.84508 2.49199 0.0 0.0 0.0 0.000
C -0.45338 3.53130 2.89395 0.0 0.0 0.0 0.000
C 0.97226 3.80696 3.37547 0.0 0.0 0.0 0.000
C -0.39388 2.58942 1.69196 0.0 0.0 0.0 0.001
C -0.31732 4.53342 0.14591 0.0 0.0 0.0 0.015
H 3.49452 4.73847 -4.89530 0.0 0.0 0.0 0.000
H 3.81090 5.12045 -3.20023 0.0 0.0 0.0 -0.002
H 2.38835 5.77852 -3.99834 0.0 0.0 0.0 -0.002
H 2.51930 2.63582 -5.34126 0.0 0.0 0.0 0.006
H 1.76829 0.36496 -5.76373 0.0 0.0 0.0 0.000
H 0.06876 0.32006 -5.29133 0.0 0.0 0.0 -0.002
H 1.24598 -0.61460 -4.37830 0.0 0.0 0.0 -0.001
H -0.06404 0.72082 -2.62821 0.0 0.0 0.1 0.004
H 1.83617 4.50745 -1.57022 0.0 0.0 0.0 0.004
H 2.45443 3.89671 0.25766 0.0 0.0 0.0 0.000
H 2.26606 2.52409 1.34587 0.0 0.0 0.0 0.000
H 2.79681 4.63627 2.56316 0.0 0.0 0.0 0.002
H 1.68013 6.21566 0.99269 0.0 0.0 0.0 0.000
H 1.10772 6.45711 2.63851 0.0 0.0 0.0 0.000
H -0.79958 6.41915 1.04641 0.0 0.0 0.0 0.001
H -2.15432 4.66236 2.17538 0.0 0.0 0.0 0.000
H -1.16157 5.52614 3.34622 0.0 0.0 0.0 0.000
H -1.02495 3.03789 3.68222 0.0 0.0 0.0 0.000
H 1.44573 2.87415 3.69732 0.0 0.0 0.0 0.000
H 0.95763 4.47914 4.23733 0.0 0.0 0.0 0.000
H -1.39749 2.31956 1.35479 0.0 0.0 0.0 0.000
H 0.11524 1.67783 1.99548 0.0 0.0 0.0 0.000
H 0.16858 5.02278 -0.69855 0.0 0.0 0.1 0.000
H -1.34144 4.30048 -0.15711 0.0 0.0 0.0 -0.001
```
Positions in Å, forces in eV/Å.

HOMO energy (alpha / beta) = -10.328 / -10.316 eV
LUMO energy (alpha / beta) = -3.1 / -4.9 eV
total charge = +1
E = -87981.460 eV
spin multiplicity = 2

=====

2.
Molecular formula: C5H13NO2
Method: DFT, ωB97M-V/def2-TZVPD

The geometry in XYZ format:
```
21
Properties=species:S:1:pos:R:3:forces:R:3:nbo_charge:R:1
C -1.35770 0.46893 -1.32498 -1.1 0.4 -0.7 -0.626
C -1.15367 1.34861 -0.11812 0.3 0.6 1.4 -0.557
C -1.94886 0.87191 1.09646 -1.1 0.5 1.1 0.443
O -1.86512 1.35514 2.21848 0.2 -0.9 -1.7 -0.530
H -1.28888 -0.59701 -1.12658 0.0 -0.1 0.3 0.221
H -0.64499 0.68625 -2.09345 0.6 0.2 -0.4 0.214
H -2.33655 0.65156 -1.80700 0.3 -0.2 0.4 0.211
H -0.08172 1.39646 0.17427 -0.6 -0.1 -0.1 0.271
H -1.44125 2.43272 -0.22432 0.1 -1.0 -0.3 0.241
H -2.79001 0.09224 0.89790 1.2 0.7 0.1 0.100
N 2.17045 0.80971 -0.45006 1.1 -0.6 1.0 -0.837
C 1.85092 -0.58139 -0.81382 -0.6 0.5 -1.1 -0.245
C 1.11233 -1.35353 0.23976 0.2 0.1 1.6 -0.067
O 0.66379 -2.57805 -0.37734 0.2 0.4 0.7 -0.733
H 2.42941 1.36402 -1.25966 -0.2 -0.3 -0.1 0.365
H 3.03241 0.77301 0.11246 -0.6 0.3 -0.1 0.353
H 2.69590 -1.19870 -1.11321 0.2 0.1 -0.2 0.177
H 1.16018 -0.48818 -1.65198 0.2 -0.4 -0.2 0.193
H 0.28413 -0.72029 0.65235 0.4 -0.8 -0.4 0.167
H 1.83054 -1.52024 1.10268 -0.8 -0.2 -0.8 0.159
H 0.55023 -3.28369 0.28208 0.1 0.6 -0.2 0.479
```
Positions in Å, forces in eV/Å.

SMILES = CCC=O.NCCO
HOMO energy = -9.536 eV
energy relative to the best compared isomer or geometry (same formula, charge and spin) = 2.1015 eV
LUMO energy = 0.8 eV
total charge = 0
E = -10979.777 eV

=====

3.
Molecular formula: C2H3BiLiO2
Method: DFT, ωB97M-V/def2-TZVPD

The geometry in XYZ format:
```
9
Properties=species:S:1:pos:R:3:forces:R:3:nbo_charge:R:1
H 0.40881 3.56562 -1.10249 -0.5 -1.3 -1.2 -0.179
O 2.03135 1.46164 0.91341 1.1 -2.4 -1.3 -0.857
C 1.60416 1.04336 2.13085 -1.0 -0.5 1.5 -0.022
C 0.31967 1.32130 2.48140 1.5 -1.3 0.8 -0.048
O -0.44892 1.92956 1.53991 -2.3 -1.0 -0.5 -0.880
Li 0.17995 0.36127 0.41401 0.0 -0.5 0.5 0.962
Bi 0.88085 3.06592 0.52260 1.3 6.4 1.1 1.529
H 2.28129 0.45598 2.75913 -0.1 0.4 -0.4 0.246
H -0.13420 0.99817 3.42287 0.0 0.2 -0.5 0.248
```
Positions in Å, forces in eV/Å.

HOMO energy = -13.132 eV
energy relative to the best compared isomer or geometry (same formula, charge and spin) = 0.0000 eV
LUMO energy = -4.7 eV
total charge = +1
E = -12253.627 eV

=====

Question: Look up the E of the third one.
Answer: -12253.627 eV